23
Properties=species:S:1:pos:R:3:forces:R:3:nbo_charge:R:1 method="wB97M-V/def2-TZVPD" gap_ev=7.1283 de_lowest_ev=0.740 e_homo_ev=-7.81 mol_weight_g_mol=212.1 charge=0 largest_force_ev_per_a=4.17 energy_ha=-990.495964
C 0.213 -0.721 1.307 -0.56 0.03 2.27 -0.202
C -1.353 1.501 0.700 -1.16 1.63 -0.29 -0.365
C 0.394 -0.088 0.101 -0.81 0.61 0.00 -0.303
C -0.404 1.051 -0.208 0.13 -0.54 0.78 0.417
C -0.638 -0.160 2.271 -0.03 -0.49 0.57 0.192
C -1.446 0.929 1.942 0.66 -0.94 1.20 0.327
C 1.312 -0.051 -2.106 -1.05 1.62 -0.34 -0.389
C 1.232 -0.579 -0.932 0.56 -3.71 1.33 0.108
C 0.540 1.191 -2.449 -0.69 0.88 -0.52 0.360
O -0.224 1.776 -1.314 0.65 -0.81 -1.76 -0.496
O -0.754 -0.627 3.595 -0.40 1.00 -1.68 -0.657
O -2.269 1.431 2.918 -1.28 2.33 -3.21 -0.638
O -0.257 1.053 -3.616 -1.36 -2.66 -0.89 -0.730
P 2.141 -3.039 -0.892 0.09 2.73 2.08 0.157
H 0.761 -1.634 1.598 -0.12 0.57 -0.49 0.217
H -2.058 2.410 0.540 1.54 -1.53 -0.32 0.212
H 1.696 -0.605 -2.877 1.20 -0.78 -2.04 0.227
H 1.106 2.070 -2.758 0.53 -0.24 0.30 0.182
H -0.177 -1.369 3.624 0.72 -1.07 0.45 0.469
H -2.730 2.152 2.303 0.79 -1.84 2.76 0.471
H -0.636 0.111 -3.933 1.53 2.90 1.96 0.488
H 1.023 -3.716 -0.413 -0.89 -0.04 -0.26 -0.035
H 2.531 -3.085 0.596 -0.04 0.36 -1.88 -0.012



14
Properties=species:S:1:pos:R:3:forces:R:3:nbo_charge:R:1 method="wB97M-V/def2-TZVPD" gap_ev=10.1624 de_lowest_ev=0.545 e_homo_ev=-8.91 mol_weight_g_mol=80.1 charge=0 largest_force_ev_per_a=0.51 energy_ha=-233.366974 smiles="C1=C[C@H]2C[C@H]2C1"
C 1.348 -0.323 0.708 -0.11 -0.08 0.07 -0.184
C 0.338 -1.192 0.726 0.20 0.04 -0.08 -0.194
C -0.709 -0.842 -0.277 0.02 -0.19 -0.06 -0.272
C -1.548 0.370 0.034 -0.08 0.09 0.10 -0.406
C -0.304 0.510 -0.807 0.10 0.05 -0.17 -0.223
C 1.058 0.854 -0.203 0.02 0.02 -0.03 -0.440
H 2.277 -0.433 1.258 -0.23 0.19 0.16 0.209
H 0.248 -2.072 1.356 0.21 0.06 -0.15 0.213
H -1.004 -1.661 -0.926 -0.44 0.26 0.02 0.221
H -1.556 0.716 1.065 0.11 -0.04 -0.14 0.214
H -2.491 0.521 -0.490 0.22 -0.14 0.09 0.218
H -0.474 0.759 -1.850 0.06 -0.09 0.15 0.219
H 1.055 1.794 0.366 -0.02 -0.12 -0.10 0.215
H 1.810 0.968 -0.995 -0.06 -0.04 0.13 0.213



15
Properties=species:S:1:pos:R:3:forces:R:3:nbo_charge:R:1 method="wB97M-V/def2-TZVPD" gap_ev="7.2269 / 7.1772" de_lowest_ev=2.596 e_homo_ev="-6.58 / -6.50" mol_weight_g_mol=137.6 charge=0 largest_force_ev_per_a=2.76 energy_ha=-1070.228993
C 1.164 -0.794 0.771 -1.12 -1.04 1.32 -0.132
C 2.262 0.003 0.216 0.28 -1.83 -1.01 -0.568
C 0.177 -0.437 -1.290 -1.13 -1.82 0.97 -0.181
C -2.148 1.221 0.355 0.65 -2.66 0.31 -0.850
N 0.232 -1.161 -0.117 -0.68 1.08 -1.56 -0.490
S 1.592 0.496 -1.403 1.00 1.60 -1.09 0.280
Cl -0.723 -1.128 -2.619 0.50 0.25 0.32 -0.001
H 1.240 -1.388 1.670 0.04 0.16 0.03 0.203
H -2.795 0.766 1.096 -0.47 -0.23 -0.10 0.205
H 2.374 0.893 0.823 1.13 -0.05 -0.09 0.248
H 3.078 -0.774 0.008 0.05 1.91 0.76 0.221
H -2.321 0.806 -0.642 0.15 -0.31 0.29 0.216
H -1.136 0.987 0.737 -0.30 0.65 -0.58 0.211
H -2.412 2.209 0.288 -0.09 2.63 0.13 0.212
H -0.586 -1.699 0.109 -0.01 -0.34 0.27 0.426



17
Properties=species:S:1:pos:R:3:forces:R:3:nbo_charge:R:1 method="wB97M-V/def2-TZVPD" gap_ev=9.6563 de_lowest_ev=0.192 e_homo_ev=-9.24 mol_weight_g_mol=211.0 charge=0 largest_force_ev_per_a=3.92 energy_ha=-548.902539 smiles="CC(C)=N[C@H](C)I"
C 2.177 -0.697 -0.766 0.70 -1.65 0.10 -0.664
C 0.902 -0.253 -0.121 2.04 0.51 1.52 0.318
C 1.003 -0.099 1.359 -0.30 -1.59 2.36 -0.728
N -0.013 0.103 -0.864 -3.40 1.50 -1.23 -0.459
C -1.152 0.847 -0.298 -1.09 0.00 1.89 -0.129
C -2.446 -0.039 -0.177 -1.47 1.27 -2.11 -0.657
I -1.701 2.458 -1.729 0.49 -0.50 0.75 0.050
H 1.970 -1.027 -1.745 -0.43 0.19 -1.52 0.236
H 2.749 -1.596 -0.412 -0.68 0.98 0.71 0.217
H 2.846 0.147 -0.813 0.35 0.31 0.05 0.232
H 0.070 -0.192 1.990 0.52 -0.39 -1.20 0.228
H 1.637 -1.029 1.566 -0.57 1.64 0.75 0.234
H 1.374 0.836 1.834 0.65 -0.56 -1.00 0.252
H -1.000 1.323 0.768 0.19 -0.51 -2.29 0.203
H -2.684 -0.305 -1.270 0.19 -0.20 1.76 0.225
H -3.446 0.419 0.241 2.31 -0.13 -0.78 0.230
H -2.288 -0.896 0.437 0.48 -0.86 0.24 0.212